Formula: C8H12
Source: the OMol25 dataset
Level of theory: ωB97M-V with the def2-TZVPD basis set

## Properties
- ΔE to the lowest compared entry with this formula, charge and spin (eV) = 6.3153
- E_LUMO (spin up / spin down) (eV) = 0.9 / 0.9
- orbital gap (spin up / spin down) (eV) = 8.4 / 8.4

Structure (ORCA input):
```
! RIJCOSX wB97M-V def2-TZVPD def2/J DEFGRID3
* xyz 0 1
C -1.629 1.226 1.089
C -1.022 2.220 0.571
C -1.092 -2.086 -1.134
C -0.257 -2.117 -0.130
C -0.789 0.809 -0.068
C 1.317 0.131 -1.249
C 1.184 0.429 1.402
C 0.495 0.173 0.036
H -2.214 0.780 1.948
H -0.521 3.120 0.671
H -1.561 -3.006 -1.405
H -1.315 -1.362 -1.821
H 0.025 -2.954 0.515
H -1.217 0.629 -1.121
H 0.939 0.983 -1.908
H 1.076 -0.829 -1.701
H 2.333 0.287 -1.087
H 1.751 1.392 1.495
H 0.438 0.426 2.169
H 2.060 -0.250 1.729
*
```

***

Formula: C8H12
Source: the OMol25 dataset
Level of theory: ωB97M-V with the def2-TZVPD basis set

## Properties
- ΔE to the lowest compared entry with this formula, charge and spin (eV) = 1.1649
- SMILES = C=C/C=C/C(=C)CC
- E_LUMO (eV) = 0.8
- orbital gap (eV) = 9.4

Structure (ORCA input):
```
! RIJCOSX wB97M-V def2-TZVPD def2/J DEFGRID3
* xyz 0 1
C -0.080 0.828 -3.800
C 0.519 0.890 -2.611
C -0.087 0.531 -1.330
C 0.526 0.754 -0.167
C -0.089 0.377 1.129
C -0.225 1.232 2.133
C -0.695 -1.046 1.226
C 0.187 -1.911 2.109
H 0.528 1.124 -4.646
H -1.046 0.436 -3.988
H 1.584 1.103 -2.597
H -1.015 -0.027 -1.410
H 1.596 0.940 -0.234
H 0.133 2.249 2.035
H -0.604 0.933 3.103
H -1.628 -0.772 1.719
H -0.882 -1.424 0.227
H -0.138 -2.936 2.266
H 1.210 -1.843 1.740
H 0.207 -1.440 3.095
*
```

***

Formula: C8H12
Source: the OMol25 dataset
Level of theory: ωB97M-V with the def2-TZVPD basis set

## Properties
- ΔE to the lowest compared entry with this formula, charge and spin (eV) = 5.5172
- E_LUMO (eV) = 0.9
- orbital gap (eV) = 8.2

Structure (ORCA input):
```
! RIJCOSX wB97M-V def2-TZVPD def2/J DEFGRID3
* xyz 0 1
C 0.719 0.474 -1.653
C 0.339 0.463 -0.375
C 1.134 -0.820 -1.263
C -0.978 0.834 0.368
C 0.281 0.685 1.145
C 0.593 -1.995 -1.992
C -2.066 -0.243 0.467
C 1.002 1.948 1.663
H 1.935 -1.132 -0.459
H -1.391 1.858 0.119
H 0.492 -0.224 1.617
H -0.240 -1.839 -2.582
H 0.452 -2.870 -1.287
H 1.416 -2.326 -2.600
H -2.437 -0.285 -0.526
H -2.926 0.044 1.163
H -1.717 -1.082 0.932
H 0.464 2.746 1.209
H 1.999 1.824 1.358
H 0.930 1.939 2.697
*
```

***

Formula: C8H12BF4KO6
Source: the OMol25 dataset
Level of theory: ωB97M-V with the def2-TZVPD basis set

## Properties
- ΔE to the lowest compared entry with this formula, charge and spin (eV) = 3.0681
- E_LUMO (eV) = -1.9
- orbital gap (eV) = 8.3

Structure (ORCA input):
```
! RIJCOSX wB97M-V def2-TZVPD def2/J DEFGRID3
* xyz 0 1
K 5.006 -16.726 -9.013
B 7.541 -17.630 -11.907
F 8.511 -17.829 -12.788
F 6.888 -18.805 -11.546
F 8.190 -17.220 -10.754
F 6.578 -16.687 -12.235
C 3.211 -12.187 -15.705
C 2.876 -13.450 -14.907
C 2.684 -13.155 -13.377
O 1.314 -13.361 -13.250
C 0.839 -13.949 -14.309
O -0.279 -14.450 -14.340
O 1.693 -14.108 -15.229
H 2.386 -11.479 -15.791
H 3.450 -12.425 -16.742
H 4.046 -11.662 -15.241
H 3.666 -14.187 -15.055
H 3.161 -12.230 -13.053
H 3.052 -13.866 -12.637
C 11.409 -21.522 -10.945
C 11.769 -22.349 -9.720
C 10.625 -22.804 -8.727
O 11.000 -24.264 -8.528
C 11.858 -24.666 -9.421
O 12.469 -25.775 -9.420
O 12.145 -23.644 -10.215
H 10.781 -22.046 -11.665
H 12.317 -21.102 -11.377
H 10.919 -20.597 -10.639
H 12.562 -21.830 -9.181
H 9.670 -22.780 -9.253
H 10.668 -22.224 -7.805
*
```

***

Formula: C8H12Cl2N2O3STlY
Source: the OMol25 dataset
Level of theory: ωB97M-V with the def2-TZVPD basis set

## Properties
- ΔE to the lowest compared entry with this formula, charge and spin (eV) = 0.0000
- E_LUMO (spin up / spin down) (eV) = -15.3 / -17.0
- orbital gap (spin up / spin down) (eV) = 5.4 / 3.9

Structure (ORCA input):
```
! RIJCOSX wB97M-V def2-TZVPD def2/J DEFGRID3
* xyz 4 1
Tl 0.287 0.624 -7.013
Y -0.334 0.094 -1.219
Cl -0.838 2.781 -7.916
Cl 1.764 -0.586 -2.289
C -0.690 -1.651 0.150
C -0.260 1.172 -9.857
C 0.586 -1.423 -9.909
O -0.743 -2.468 0.983
O -0.548 1.548 -10.897
O 0.811 -2.350 -10.536
C 2.390 -0.021 1.901
N 1.171 -0.103 2.710
C 1.337 -0.569 4.079
C 0.051 0.496 2.262
S 0.206 1.527 0.836
N -1.173 0.313 2.816
C -1.400 0.056 4.240
C -2.371 0.618 2.018
H 3.181 -0.574 2.421
H 2.687 1.024 1.746
H 2.199 -0.463 0.911
H 1.301 0.253 4.797
H 0.583 -1.310 4.341
H 2.312 -1.044 4.175
H -2.416 0.424 4.465
H -1.321 -1.020 4.458
H -0.714 0.614 4.880
H -2.392 1.666 1.685
H -2.417 -0.027 1.124
H -3.251 0.398 2.638
*
```

***

Formula: C8H12ClN3O5PS2
Source: the OMol25 dataset
Level of theory: ωB97M-V with the def2-TZVPD basis set

## Properties
- E_LUMO (eV) = 2.7
- orbital gap (eV) = 8.5

Structure (ORCA input):
```
! RIJCOSX wB97M-V def2-TZVPD def2/J DEFGRID3
* xyz -1 1
O 0.277 -0.393 6.105
P -0.293 0.437 5.064
S -1.986 -0.426 4.001
O -2.737 0.686 3.487
O -2.734 -1.222 4.895
N -1.405 -1.158 2.728
S -0.876 -2.633 2.944
O -1.772 -3.593 2.474
O -0.212 -2.871 4.156
Cl 0.625 -2.545 1.524
H -0.785 1.654 5.555
H 0.594 0.715 4.013
N -2.285 1.280 0.273
C -1.088 0.942 -0.278
C -1.124 1.276 -1.609
C -2.403 1.841 -1.866
C -3.093 1.824 -0.680
H -2.534 1.137 1.242
H -0.318 0.488 0.323
H -0.325 1.129 -2.319
H -2.773 2.209 -2.808
H -4.089 2.153 -0.437
N 2.701 0.147 -2.925
C 3.221 0.872 -3.961
C 3.643 -0.009 -4.920
C 3.361 -1.319 -4.442
C 2.778 -1.187 -3.210
H 2.314 0.536 -2.082
H 3.246 1.948 -3.927
H 4.100 0.254 -5.859
H 3.560 -2.250 -4.946
H 2.412 -1.924 -2.516
*
```